[1]
10
Properties=species:S:1:pos:R:3:forces:R:3 method="wB97M-V/def2-TZVPD" orbital_gap_ha=0.3162 relative_energy_kcal_mol=67.91 smiles="C=C=CNS"
N -0.47095 0.38923 -1.23463 2.23 1.26 -0.05
S -0.33589 1.86513 -2.34527 2.17 -3.27 1.06
H 1.39459 0.92593 -0.33342 -1.81 -1.54 1.10
C -0.12436 -1.29155 1.98958 -0.03 1.11 0.31
H -0.66103 -0.70904 2.75015 0.10 -0.62 0.16
H 0.84236 1.20751 -2.88328 -1.84 1.42 0.33
C 0.44846 0.27610 -0.08274 0.48 0.50 -0.15
C 0.26443 -0.51607 1.00197 0.10 0.78 -2.69
H 0.05924 -2.35904 2.19209 0.02 0.67 -0.53
H -1.41686 0.21180 -1.05445 -1.43 -0.31 0.45

=====

[2]
14
Properties=species:S:1:pos:R:3:forces:R:3 method="wB97M-V/def2-TZVPD" orbital_gap_ha=0.3955 relative_energy_kcal_mol=26.89 smiles="CC1(C=O)CC1"
H -0.38511 1.38247 1.54200 -0.03 -0.11 -0.28
C -0.06943 -0.08793 -0.10575 -0.12 -0.32 -0.11
C 0.83844 1.11456 -0.29763 0.08 -0.03 -0.20
C -0.43545 1.27278 0.45928 -0.22 0.02 -0.01
H 1.01116 -1.90737 0.35402 -0.10 0.12 0.05
H 0.90893 1.55419 -1.28794 -0.06 -0.04 0.11
H 0.91980 -0.76675 1.70983 -0.10 0.07 -0.19
H -1.24782 1.82131 -0.00789 0.11 -0.07 0.01
C -0.84873 -0.66386 -1.27355 0.05 -0.54 0.24
H 1.77456 1.11507 0.26039 -0.26 -0.10 -0.16
H -1.30222 -0.07468 -2.09715 0.39 0.72 0.44
C 0.36816 -1.17869 0.85740 0.03 0.02 0.05
O -1.03372 -1.85713 -1.35664 0.10 0.16 0.11
H -0.49857 -1.72397 1.24364 0.11 0.09 -0.07

=====

[3]
9
Properties=species:S:1:pos:R:3:forces:R:3 method="wB97M-V/def2-TZVPD" orbital_gap_ha="0.2703 / 0.2148" relative_energy_kcal_mol=251.62
H -0.18245 -0.12949 -2.40802 -0.30 -0.21 -0.11
H -1.25103 0.94849 2.74297 -0.17 -0.01 0.28
N -0.33038 -0.01612 -1.41956 -0.31 -0.32 -0.44
H 1.92757 -0.52354 -0.66051 2.30 1.33 1.57
C 0.42722 -0.70838 -0.55612 -3.45 0.89 1.17
C -0.73394 0.43559 1.97757 -0.30 0.54 0.52
H -1.16597 0.45545 -1.09856 -0.01 0.08 -0.09
N 1.36294 -0.42785 0.32047 1.70 -1.75 -1.14
C -0.05396 -0.03414 1.10176 0.52 -0.56 -1.77

=====

[4]
62
Properties=species:S:1:pos:R:3:forces:R:3 method="wB97M-V/def2-TZVPD" orbital_gap_ha=0.1401 total_charge=+1
H -2.12744 -3.60383 2.93151 0.10 -0.11 -0.21
C 1.30890 2.67313 -2.81092 0.09 -0.06 -0.05
H -2.91597 1.90515 1.55532 -0.12 0.27 -0.23
C 1.16328 1.39185 1.19165 0.05 -0.02 0.18
C -3.95075 3.72377 1.09392 0.22 -0.04 -0.20
C -0.58931 -3.24186 -0.62893 -0.27 0.17 0.34
C 1.84091 1.79017 -1.86580 -0.24 -0.37 -0.24
C -0.93774 -2.08631 0.11219 0.27 -0.48 0.24
H 3.17994 -3.13542 -2.28397 -0.02 -0.01 -0.18
H 2.57299 -3.74457 3.48471 -0.07 0.22 0.25
C 1.61930 0.40697 -2.00034 0.16 0.32 -0.40
C -2.43740 2.59325 -0.46361 -0.47 0.70 0.14
H -0.30906 -0.78229 -1.47832 -0.31 0.05 0.21
C -1.70826 -3.50522 1.93332 0.08 0.12 -0.27
C -0.77046 -0.80107 -0.49755 -1.09 -0.70 -0.89
H 2.47113 2.13777 -1.04388 -0.48 0.03 -0.26
H -4.45191 3.76254 2.05841 0.11 0.02 -0.21
C 2.05959 -0.58718 -1.00399 0.45 -0.04 0.94
N 1.44765 -0.02770 1.38984 -1.01 0.42 -0.85
H -1.70655 -1.35820 2.01129 0.08 -0.35 -0.12
C 3.41575 -2.09777 -2.53123 -0.18 0.40 0.37
H 3.57283 -2.37407 4.01078 -0.40 -0.13 -0.08
H 1.40684 3.74730 -2.64224 0.04 -0.29 -0.18
H 1.16670 -0.56287 4.71325 -0.08 0.27 -0.20
C 2.54516 -2.67643 3.73955 0.07 -0.36 0.28
C 0.62727 0.80544 -4.19198 -0.01 0.07 -0.14
H 1.89591 -2.52713 4.61007 0.23 -0.22 -0.14
C -1.47326 -2.23885 1.41049 0.04 -0.37 -0.18
O 3.18146 -1.29483 -1.35761 0.53 -0.85 -0.67
H 0.98543 -1.16134 -3.37415 -0.13 0.54 0.09
C 0.68972 2.18798 -3.96849 0.05 -0.08 0.05
H 2.85511 -1.76244 -3.41074 0.28 -0.08 0.24
Br -1.76594 -6.36457 1.85006 0.06 0.39 -0.15
H -1.13936 1.48445 -1.81600 -0.02 0.13 0.28
H 0.56353 1.54235 0.29350 0.32 -0.02 0.37
H -0.15935 -3.10789 -1.62603 -0.08 -0.15 0.34
C 1.46116 -0.64700 2.62563 0.83 -1.20 0.55
C -0.85814 -4.50938 -0.12884 -0.13 0.20 0.20
C -3.51165 4.70294 -1.09778 -0.02 -0.16 0.44
H 1.33438 1.04391 3.98726 -0.08 -0.26 -0.04
H 0.29521 2.88177 -4.71917 0.19 -0.28 0.33
C 1.07548 -0.07919 -3.21643 -0.17 0.33 0.44
H -2.09633 0.21731 0.84108 0.30 0.07 -0.35
H -0.64052 -5.38718 -0.73082 -0.03 0.10 0.21
C -4.17545 4.73993 0.14771 0.57 -0.63 -0.44
Br -5.36746 6.14301 0.53520 0.19 -0.20 -0.05
H -2.11699 3.61662 -2.34410 -0.21 0.06 0.19
C -3.08654 2.67195 0.79816 -0.15 0.37 -0.30
C -2.64506 3.65339 -1.39021 -0.13 -0.27 0.47
C 1.83709 -0.83576 0.36027 0.77 0.61 -1.02
C 0.91709 0.03961 3.83138 0.04 -0.05 0.48
C -1.42321 -4.63764 1.15296 0.23 0.31 -0.20
H 4.48886 -1.98847 -2.70270 -0.22 -0.16 -0.16
C 2.05523 -1.87697 2.58641 -0.79 1.33 0.93
C -1.52163 0.29888 -0.08562 -0.01 1.08 -0.06
C -1.63557 1.46623 -0.83890 0.03 -1.15 0.25
H 2.09939 1.96137 1.09461 -0.19 -0.14 0.12
H -0.18424 0.12255 3.81008 0.35 0.03 -0.14
H 0.59978 1.76454 2.05217 0.13 -0.04 -0.24
S 2.42106 -2.37222 0.98936 0.12 0.52 -0.62
H -3.68090 5.49644 -1.81917 0.04 -0.13 0.12
H 0.23229 0.40305 -5.13260 0.09 0.28 0.42